# H14S7

A 7-piece molecular cluster, H14S7 overall (ωB97M-V with the def2-TZVPD basis set, the Open Molecules 2025 dataset).

Each line ends with the Löwdin charge.
Positions of all 21 atoms, in Å:
S: -2.082 3.642 3.496  0.442
S: 1.624 3.727 -1.048  0.462
S: 4.693 -1.676 -1.193  0.454
S: 0.293 -0.999 0.322  0.432
H: -0.986 4.004 2.797  -0.227
H: -2.960 3.892 2.491  -0.215
H: 2.517 4.710 -1.219  -0.226
H: 0.882 3.972 -2.128  -0.232
H: 5.279 -2.864 -0.968  -0.225
H: 4.171 -1.670 0.052  -0.230
H: 0.584 0.010 -0.542  -0.212
H: 1.392 -0.832 1.106  -0.214
S: -1.698 -0.502 -4.778  0.459
S: 0.876 -4.077 3.463  0.465
S: -3.636 -0.244 -0.152  0.442
H: -0.323 -3.755 3.981  -0.216
H: 0.464 -4.304 2.227  -0.243
H: -2.505 0.332 -4.107  -0.231
H: -0.982 0.472 -5.356  -0.230
H: -4.925 -0.608 -0.186  -0.231
H: -3.149 -1.198 0.669  -0.222

As for the SMILES: S.S.S.S.S.S.S. As for the LUMO energy: 0.3 eV. The calculation puts the orbital gap at 9.9 eV. As for the energy relative to the best compared isomer or geometry (same formula, charge and spin): 0.273 eV. The charge is 0. The HOMO energy comes out at -9.62 eV.


# C4H5NO2S

C4H5NO2S in the gas phase (ωB97M-V with the def2-TZVPD basis set, the Open Molecules 2025 dataset).

Each line ends with the Löwdin charge.
Positions of all 13 atoms, in Å:
C: 2.193 0.232 -0.056  -0.017
C: 0.817 -0.247 -0.240  -0.475
C: -2.004 -0.404 0.235  -0.396
C: -1.296 0.778 -0.171  -0.572
H: 2.972 -0.674 0.036  0.136
H: 2.680 0.874 -0.766  0.074
H: 2.302 0.663 0.968  0.100
H: -3.095 -0.112 -0.060  0.159
H: -1.958 -0.409 1.303  0.085
N: 0.454 -1.487 -0.245  -0.227
O: -1.871 1.847 -0.368  0.109
O: -0.002 0.828 -0.317  0.115
S: -1.193 -1.889 -0.320  0.911

As for the SMILES: CC1=NSCC(=O)O1. As for the LUMO energy: 0.7 eV. The calculation puts the orbital gap at 9.6 eV. As for the energy relative to the best compared isomer or geometry (same formula, charge and spin): 2.014 eV. The charge is 0. The HOMO energy comes out at -8.95 eV.


# C4H7NO

C4H7NO in the gas phase (ωB97M-V with the def2-TZVPD basis set, the Open Molecules 2025 dataset).

Each line ends with the Löwdin charge.
Positions of all 13 atoms, in Å:
C: -1.496 0.829 -0.545  -0.078
N: 0.615 0.698 -0.128  -0.009
C: -0.243 0.000 -1.052  -0.233
C: 0.934 0.146 0.971  -0.141
C: 1.410 -1.251 1.066  -0.259
O: 1.853 -1.736 2.080  0.051
H: -2.031 1.197 -1.411  0.060
H: -1.223 1.731 0.039  0.083
H: -2.096 0.219 0.129  0.073
H: -0.288 -1.111 -0.946  0.108
H: -0.053 0.216 -2.110  0.106
H: 1.077 0.795 1.833  0.121
H: 1.541 -1.735 0.075  0.119

As for the SMILES: CC/N=C\C=O. As for the LUMO energy: -0.1 eV. The calculation puts the orbital gap at 9.2 eV. As for the energy relative to the best compared isomer or geometry (same formula, charge and spin): 2.987 eV. The charge is 0. The HOMO energy comes out at -9.29 eV.


# C7H9F

C7H9F in the gas phase (ωB97M-V with the def2-TZVPD basis set, the Open Molecules 2025 dataset).

Each line ends with the Löwdin charge.
Positions of all 17 atoms, in Å:
C: -0.643 2.046 -0.299  -0.105
C: -0.274 0.777 -0.916  -0.087
C: 0.425 -1.681 1.642  -0.021
C: 0.036 2.703 0.572  -0.112
C: -0.325 -0.921 0.916  -0.177
C: -0.056 -0.468 -0.484  -0.273
C: 0.358 -1.632 -1.413  -0.075
F: -0.310 4.021 0.896  -0.036
H: -1.597 2.452 -0.574  0.119
H: -0.340 0.960 -1.967  0.104
H: 1.481 -2.042 1.644  0.084
H: 0.005 -1.910 2.639  0.062
H: 1.074 2.456 0.743  0.124
H: -1.274 -0.636 1.367  0.114
H: 1.466 -1.800 -1.434  0.076
H: -0.085 -1.675 -2.479  0.095
H: 0.058 -2.649 -0.853  0.106

As for the SMILES: C=C/C(C)=C\C=C\F. As for the LUMO energy: 1.0 eV. The calculation puts the orbital gap at 10.0 eV. As for the energy relative to the best compared isomer or geometry (same formula, charge and spin): 2.107 eV. The charge is 0. The HOMO energy comes out at -8.98 eV.


# C3H11NOS

A 2-piece molecular cluster, C3H11NOS overall (ωB97M-V with the def2-TZVPD basis set, the Open Molecules 2025 dataset).

Each line ends with the Löwdin charge.
Positions of all 17 atoms, in Å:
C: 1.679 -1.714 0.440  -0.178
C: 1.929 -0.377 1.022  -0.729
S: 1.869 0.964 -0.035  0.716
H: 2.396 -2.100 -0.277  0.061
H: 0.657 -1.822 -0.042  0.078
H: 1.772 -2.589 1.211  0.109
H: 1.361 -0.189 1.897  0.059
H: 2.819 -0.084 1.480  0.024
H: 1.580 0.343 -1.227  -0.115
N: -2.143 1.465 -1.468  -0.031
C: -2.338 0.987 -0.027  -0.359
O: -1.939 -0.310 0.226  -0.062
H: -1.540 0.785 -1.951  0.043
H: -1.569 2.363 -1.466  0.081
H: -1.620 1.739 0.475  0.108
H: -3.417 1.249 0.268  0.125
H: -1.495 -0.711 -0.527  0.069

As for the SMILES: CCS.NCO. As for the LUMO energy: 0.7 eV. The calculation puts the orbital gap at 9.5 eV. As for the energy relative to the best compared isomer or geometry (same formula, charge and spin): 2.229 eV. The charge is 0. The HOMO energy comes out at -8.85 eV.


# C35H72CrF6N4O23S2

C35H72CrF6N4O23S2 as an isolated structure (ωB97M-V with the def2-TZVPD basis set, the Open Molecules 2025 dataset).

Each line ends with the Mulliken spin population.
Positions of all 143 atoms, in Å:
Cr: -7.052 -20.494 -17.758  3.042
C: -6.074 -22.046 -13.476  -0.007
F: -5.859 -23.230 -14.042  0.000
F: -7.376 -21.989 -13.208  0.000
F: -5.327 -21.906 -12.396  0.000
S: -5.531 -20.695 -14.687  0.021
O: -4.110 -20.828 -14.903  -0.005
O: -6.250 -20.883 -15.983  -0.110
O: -5.987 -19.486 -14.044  -0.008
C: -3.063 -18.013 -17.405  0.000
F: -1.774 -18.082 -17.645  0.000
F: -3.331 -18.383 -16.166  0.000
F: -3.442 -16.769 -17.632  0.000
S: -3.871 -19.238 -18.626  0.009
O: -5.255 -19.493 -18.124  0.000
O: -3.816 -18.571 -19.917  0.001
O: -3.029 -20.415 -18.556  0.002
C: -1.160 -26.086 -13.647  0.000
C: -1.210 -24.696 -14.239  0.000
O: -2.285 -24.771 -15.184  0.000
C: -2.818 -26.015 -15.146  0.000
O: -3.663 -26.411 -15.882  0.000
O: -2.427 -26.638 -14.027  0.000
H: -1.094 -26.037 -12.562  0.000
H: -0.379 -26.709 -14.076  0.000
H: -0.243 -24.531 -14.719  0.000
H: -1.347 -23.864 -13.552  0.000
C: -6.944 -19.736 -10.429  0.000
C: -6.281 -18.660 -9.620  0.000
O: -6.307 -17.488 -10.439  0.000
C: -7.233 -17.683 -11.382  0.000
O: -7.586 -16.842 -12.159  0.000
O: -7.674 -18.954 -11.409  0.000
H: -7.583 -20.311 -9.763  0.000
H: -6.275 -20.306 -11.068  0.000
H: -5.309 -18.879 -9.186  0.000
H: -6.927 -18.372 -8.783  0.000
C: -2.283 -19.052 -12.994  0.000
C: -3.670 -18.625 -12.460  0.000
O: -3.382 -18.171 -11.156  0.000
C: -2.077 -18.362 -10.839  0.000
O: -1.586 -18.052 -9.806  0.000
O: -1.445 -18.997 -11.838  0.000
H: -1.954 -18.282 -13.692  0.000
H: -2.340 -20.004 -13.509  0.000
H: -4.264 -19.533 -12.505  0.000
H: -4.078 -17.833 -13.080  0.000
C: -12.117 -22.389 -18.893  0.000
O: -10.830 -21.776 -18.916  0.007
C: -10.755 -20.695 -19.805  -0.003
C: -9.308 -20.269 -20.046  0.041
N: -8.432 -19.566 -19.013  -0.088
C: -9.291 -18.609 -18.233  0.034
C: -8.353 -17.719 -17.466  0.008
O: -7.328 -18.484 -16.881  0.008
C: -6.465 -17.636 -16.159  0.007
H: -12.151 -23.066 -18.039  0.000
H: -12.292 -23.018 -19.770  0.000
H: -12.903 -21.639 -18.800  0.000
H: -11.380 -19.824 -19.576  0.000
H: -11.143 -21.052 -20.767  0.000
H: -9.340 -19.499 -20.825  0.007
H: -8.710 -21.067 -20.490  -0.012
H: -7.899 -18.899 -19.575  0.014
H: -10.041 -19.149 -17.658  -0.007
H: -9.910 -18.076 -18.963  -0.002
H: -8.962 -17.180 -16.731  -0.001
H: -7.972 -16.891 -18.076  -0.001
H: -6.030 -16.858 -16.800  0.000
H: -5.567 -18.098 -15.763  -0.003
H: -6.853 -17.113 -15.281  -0.001
C: -6.281 -28.112 -16.199  0.000
O: -7.341 -27.713 -15.338  0.000
C: -6.961 -26.638 -14.520  0.000
C: -8.212 -26.105 -13.812  0.000
N: -9.150 -25.621 -14.787  -0.001
C: -10.554 -25.524 -14.468  0.000
C: -10.946 -24.275 -13.616  0.000
O: -11.449 -23.209 -14.396  0.000
C: -12.792 -23.406 -14.761  0.000
H: -6.130 -27.337 -16.966  0.000
H: -6.530 -29.005 -16.768  0.000
H: -5.352 -28.167 -15.632  0.000
H: -6.586 -25.761 -15.053  0.000
H: -6.272 -26.977 -13.740  0.000
H: -7.864 -25.299 -13.154  0.000
H: -8.548 -26.888 -13.118  0.000
H: -8.983 -25.995 -15.708  0.000
H: -10.945 -26.372 -13.893  0.000
H: -11.079 -25.459 -15.422  0.000
H: -10.168 -23.930 -12.930  0.000
H: -11.659 -24.620 -12.853  0.000
H: -12.940 -24.301 -15.374  0.000
H: -13.168 -22.538 -15.305  0.000
H: -13.480 -23.502 -13.915  0.000
C: -6.418 -23.264 -9.402  0.000
O: -7.749 -23.042 -9.006  0.000
C: -7.954 -23.150 -7.608  0.000
C: -7.219 -22.150 -6.691  0.000
N: -7.488 -20.747 -6.936  0.000
C: -7.155 -19.804 -5.870  0.000
C: -5.727 -19.982 -5.354  0.000
O: -5.674 -21.055 -4.451  0.000
C: -4.383 -21.393 -4.028  0.000
H: -6.203 -24.331 -9.251  0.000
H: -5.652 -22.654 -8.916  0.000
H: -6.326 -23.105 -10.475  0.000
H: -7.744 -24.175 -7.291  0.000
H: -9.016 -23.007 -7.387  0.000
H: -6.164 -22.320 -6.928  0.000
H: -7.389 -22.474 -5.661  0.000
H: -8.473 -20.599 -7.134  0.000
H: -7.928 -19.840 -5.088  0.000
H: -7.292 -18.776 -6.220  0.000
H: -5.372 -19.050 -4.909  0.000
H: -5.151 -20.177 -6.268  0.000
H: -3.796 -21.874 -4.821  0.000
H: -4.371 -22.122 -3.218  0.000
H: -3.821 -20.527 -3.667  0.000
C: -8.972 -19.305 -14.408  0.003
O: -8.738 -20.206 -15.486  0.001
C: -9.425 -21.434 -15.342  -0.017
C: -8.722 -22.492 -16.144  0.081
N: -8.327 -22.083 -17.517  -0.075
C: -7.768 -23.236 -18.294  -0.004
C: -6.432 -23.785 -17.843  0.015
O: -5.562 -22.724 -18.111  0.020
C: -4.226 -23.036 -17.702  -0.003
H: -8.446 -19.638 -13.511  -0.001
H: -10.048 -19.235 -14.226  0.001
H: -8.596 -18.308 -14.629  -0.001
H: -10.436 -21.301 -15.750  -0.009
H: -9.446 -21.703 -14.288  -0.001
H: -9.338 -23.389 -16.241  0.006
H: -7.877 -22.808 -15.532  -0.013
H: -9.267 -22.138 -17.926  0.043
H: -7.551 -22.902 -19.316  -0.006
H: -8.509 -24.035 -18.360  0.002
H: -6.319 -24.700 -18.436  -0.003
H: -6.491 -24.184 -16.825  0.006
H: -4.147 -23.373 -16.667  0.002
H: -3.607 -22.176 -17.933  -0.001
H: -3.785 -23.886 -18.237  0.001

As for the LUMO energy (spin up / spin down): -5.7 / -4.1 eV. Its multiplicity is 4. The calculation puts the orbital gap (spin up / spin down) at 4.8 / 6.4 eV. The charge is +1. The HOMO energy (spin up / spin down) comes out at -10.48 / -10.48 eV.